Entry 1:
C30H34N4O5 | wB97M-V/def2-TZVPD

CARTESIAN COORDINATES (ANGSTROEM)
C 6.164 -1.913 0.064
C 6.019 -1.970 -1.454
O 5.400 -0.814 -1.985
C 4.063 -0.634 -1.842
C 3.166 -1.566 -1.330
C 1.818 -1.266 -1.255
C 1.335 -0.029 -1.667
N -0.042 0.281 -1.574
C -0.769 0.058 -0.453
O -1.973 0.288 -0.386
C -0.029 -0.424 0.735
C -0.636 -1.120 1.698
C 0.104 -1.547 2.904
O 1.303 -1.416 3.036
N -0.704 -2.115 3.854
C -0.299 -2.587 5.082
C 1.003 -2.623 5.647
C 0.800 -3.193 6.871
C 1.726 -3.526 7.979
O -0.506 -3.473 7.022
N -1.184 -3.095 5.910
C -0.664 0.916 -2.744
C -0.706 2.442 -2.486
O -0.008 3.210 -3.119
N -1.520 2.793 -1.487
C -1.649 4.138 -0.978
C -1.242 4.189 0.497
C -2.448 3.596 1.233
C -3.670 3.888 0.339
C -3.121 4.555 -0.929
C -2.007 0.324 -3.129
C -3.058 1.171 -3.465
C -4.290 0.675 -3.849
C -4.489 -0.692 -3.910
C -3.437 -1.540 -3.624
C -2.189 -1.057 -3.250
C -1.092 -2.049 -2.998
C 2.230 0.900 -2.198
C 3.570 0.598 -2.283
H 5.191 -1.869 0.549
H 6.727 -1.027 0.347
H 6.693 -2.795 0.414
H 5.483 -2.875 -1.763
H 7.008 -1.981 -1.921
H 3.493 -2.536 -0.993
H 1.138 -2.009 -0.867
H 1.010 -0.147 0.850
H -1.678 -1.392 1.601
H -1.699 -2.186 3.690
H 1.908 -2.277 5.199
H 1.441 -2.985 8.880
H 1.679 -4.591 8.199
H 2.741 -3.257 7.702
H 0.027 0.762 -3.583
H -2.065 2.071 -1.028
H -1.038 4.782 -1.616
H -0.323 3.635 0.687
H -1.086 5.228 0.788
H -2.558 4.029 2.226
H -2.320 2.520 1.353
H -4.184 2.960 0.089
H -4.387 4.537 0.841
H -3.178 5.641 -0.848
H -3.660 4.251 -1.825
H -2.912 2.240 -3.443
H -5.089 1.356 -4.099
H -5.449 -1.094 -4.196
H -3.580 -2.609 -3.700
H -0.130 -1.686 -3.352
H -1.010 -2.259 -1.931
H -1.315 -2.986 -3.504
H 1.880 1.863 -2.534
H 4.270 1.312 -2.687

Properties
DFT total energy: -47859.8129 eV
LUMO level: -0.013 Ha
SMILES: CCOc1ccc(N(C(=O)/C=C/C(=O)Nc2cc(C)on2)[C@H](C(=O)NC2CCCC2)c2ccccc2C)cc1
HOMO-LUMO gap: 8.044 eV
energy relative to the best compared isomer or geometry (same formula, charge and spin): 0.727 eV
charge: 0


Entry 2:
C5H7NO | wB97M-V/def2-TZVPD

CARTESIAN COORDINATES (ANGSTROEM)
C 0.320 0.219 1.507
C 0.670 -0.047 0.034
C 1.771 0.836 -0.383
N 2.626 1.549 -0.700
C -0.520 0.133 -0.922
C -1.558 -0.973 -0.797
O -1.314 -2.088 -0.393
H 1.198 0.070 2.143
H -0.461 -0.471 1.839
H -0.029 1.248 1.650
H 1.013 -1.083 -0.065
H -0.975 1.125 -0.818
H -0.165 0.159 -1.959
H -2.576 -0.676 -1.137

Properties
DFT total energy: -8835.4510 eV
LUMO level: 0.024 Ha
SMILES: C[C@H](C#N)CC=O
HOMO-LUMO gap: 11.167 eV
energy relative to the best compared isomer or geometry (same formula, charge and spin): 0.752 eV
charge: 0


Entry 3:
C3H4ClNS | wB97M-V/def2-TZVPD

CARTESIAN COORDINATES (ANGSTROEM)
N 0.623 1.162 2.494
C 0.563 1.021 1.355
C 0.337 0.727 0.014
C 0.186 -0.862 -0.107
S -1.586 -1.192 -0.390
Cl -1.587 -0.607 -2.286
H -0.595 1.106 -0.299
H 0.913 1.090 -0.854
H 0.686 -1.337 -0.899
H 0.461 -1.107 0.973

Properties
DFT total energy: -28022.3152 eV
LUMO level: 0.004 Ha
SMILES: N#CCCSCl
HOMO-LUMO gap: 9.470 eV
energy relative to the best compared isomer or geometry (same formula, charge and spin): 0.788 eV
charge: 0


Entry 4:
C2H5Cl4N2OP | wB97M-V/def2-TZVPD

CARTESIAN COORDINATES (ANGSTROEM)
O 0.386 0.731 1.137
P -0.115 -0.254 2.391
Cl 0.935 0.524 3.863
C 0.958 -1.857 1.931
Cl 1.015 -2.092 0.156
Cl 0.030 -3.115 2.676
Cl 2.600 -1.867 2.476
H -0.229 0.765 0.352
H -1.851 -0.610 -1.003
N -1.250 0.248 -0.949
N -1.117 0.405 -2.181
C -0.401 1.569 -2.591
H 0.097 1.251 -3.436
H -1.172 2.201 -3.014
H 0.115 2.102 -1.807

Properties
DFT total energy: -66560.4453 eV
LUMO level: 0.009 Ha
SMILES: OP(Cl)C(Cl)(Cl)Cl.[H]/N=N/C
HOMO-LUMO gap: 9.654 eV
energy relative to the best compared isomer or geometry (same formula, charge and spin): 0.601 eV
charge: 0


Entry 5:
C14H13NSSr | wB97M-V/def2-TZVPD

CARTESIAN COORDINATES (ANGSTROEM)
Sr -0.744 -0.004 0.357
C -2.283 -1.986 -0.283
H -1.912 -2.039 0.773
H -3.202 -1.403 -0.410
H -2.388 -2.998 -0.650
H -1.450 -1.597 -1.110
H -0.595 -0.964 -1.841
S 3.655 1.190 2.285
C 2.874 2.740 1.885
C 3.317 4.043 2.125
C 2.517 5.105 1.701
C 1.303 4.875 1.047
C 0.843 3.577 0.807
C 1.647 2.515 1.232
N 1.350 1.148 1.087
C 2.319 0.335 1.554
C 2.260 -1.118 1.455
C 3.288 -1.940 2.005
C 3.188 -3.332 1.897
C 2.089 -3.902 1.237
C 1.079 -3.072 0.681
C 1.184 -1.720 0.806
H 4.277 4.181 2.623
H 2.855 6.133 1.878
H 0.714 5.732 0.712
H -0.103 3.357 0.299
H 4.148 -1.477 2.495
H 3.967 -3.969 2.305
H 2.000 -4.987 1.133
H 0.227 -3.495 0.144

Properties
DFT total energy: -27886.9834 eV
LUMO level: -0.021 Ha
HOMO-LUMO gap: 6.055 eV
energy relative to the best compared isomer or geometry (same formula, charge and spin): 0.524 eV
charge: 0


Entry 6:
C30H60O30 | wB97M-V/def2-TZVPD

CARTESIAN COORDINATES (ANGSTROEM)
C -1.600 -0.363 1.355
O -1.138 0.917 1.400
C -0.385 1.436 0.424
O 0.013 0.853 -0.695
O 0.093 2.616 0.815
C 1.325 3.060 0.357
H -0.748 -1.025 1.511
H -2.014 -0.652 0.389
H -2.347 -0.639 2.100
H 1.898 3.473 1.187
H 1.113 3.864 -0.348
H 1.796 2.278 -0.238
C -0.192 -2.153 -3.365
O 0.467 -3.246 -2.708
C 0.000 -3.477 -1.437
O -0.818 -2.779 -0.780
O 0.544 -4.657 -1.063
C -0.014 -5.304 0.058
H -0.401 -1.236 -2.814
H -1.159 -2.506 -3.723
H 0.337 -1.812 -4.255
H 0.591 -6.116 0.460
H -0.911 -5.810 -0.300
H -0.334 -4.580 0.808
C 4.495 1.504 1.316
O 4.638 0.472 0.419
C 4.250 -0.782 0.868
O 4.039 -1.129 2.015
O 4.455 -1.601 -0.145
C 3.749 -2.852 -0.293
H 5.225 1.540 2.125
H 3.506 1.456 1.771
H 4.601 2.480 0.842
H 4.379 -3.518 0.295
H 3.692 -3.155 -1.339
H 2.740 -2.886 0.117
C -7.942 -3.780 5.469
O -6.955 -3.071 4.654
C -7.002 -1.789 4.390
O -7.732 -0.948 4.985
O -6.105 -1.382 3.372
C -5.264 -2.315 2.681
H -8.982 -3.455 5.464
H -7.544 -3.775 6.483
H -8.013 -4.785 5.054
H -4.654 -2.916 3.355
H -4.607 -1.812 1.970
H -5.878 -3.011 2.110
C 0.660 5.814 -2.503
O 1.789 6.632 -2.816
C 1.975 7.254 -3.955
O 1.061 7.399 -4.783
O 3.303 7.597 -4.125
C 3.808 8.420 -5.121
H 0.058 6.203 -1.681
H 1.019 4.888 -2.054
H 0.080 5.589 -3.398
H 4.735 8.980 -4.998
H 3.026 9.126 -5.400
H 3.972 7.725 -5.945
C -3.494 -0.848 -3.012
O -4.786 -1.127 -2.590
C -5.289 -0.787 -1.353
O -4.544 -0.485 -0.392
O -6.609 -0.725 -1.529
C -7.401 -0.268 -0.449
H -2.742 -0.922 -2.227
H -3.451 0.218 -3.234
H -3.105 -1.470 -3.818
H -8.456 -0.303 -0.719
H -7.227 0.735 -0.060
H -7.359 -0.978 0.378
C 4.114 4.481 -2.054
O 5.087 3.495 -1.886
C 5.601 2.868 -2.913
O 5.692 3.299 -4.071
O 5.850 1.727 -2.414
C 6.603 0.826 -3.251
H 3.184 4.062 -2.437
H 4.497 5.207 -2.771
H 3.852 5.073 -1.177
H 6.294 -0.168 -2.929
H 7.691 0.781 -3.300
H 6.340 0.835 -4.309
C -2.796 -0.518 5.370
O -2.642 -1.480 4.351
C -1.694 -2.426 4.618
O -0.936 -2.507 5.566
O -1.811 -3.380 3.604
C -0.864 -4.430 3.448
H -1.891 0.004 5.681
H -3.255 -1.065 6.193
H -3.385 0.344 5.057
H -1.148 -5.074 2.616
H -0.963 -5.121 4.285
H 0.165 -4.124 3.256
C -3.368 -7.861 -0.929
O -3.634 -6.417 -0.786
C -3.350 -5.602 -1.853
O -2.907 -5.947 -2.902
O -3.463 -4.257 -1.469
C -4.054 -3.808 -0.291
H -4.285 -8.379 -1.210
H -3.003 -8.167 0.051
H -2.588 -8.247 -1.585
H -5.130 -3.827 -0.464
H -3.734 -2.773 -0.170
H -3.825 -4.382 0.607
C 8.013 4.584 -0.602
O 7.314 4.215 0.587
C 6.231 5.005 0.909
O 5.874 6.046 0.343
O 5.590 4.410 1.895
C 4.251 4.791 2.155
H 8.487 3.691 -1.009
H 8.853 5.249 -0.397
H 7.401 5.062 -1.367
H 3.651 4.141 2.791
H 3.671 4.677 1.239
H 4.187 5.787 2.593

Properties
DFT total energy: -93491.7425 eV
LUMO level (spin up / spin down): -0.158 / -0.353 Ha
spin multiplicity: 2
HOMO-LUMO gap (spin up / spin down): 8.047 / 2.741 eV
energy relative to the best compared isomer or geometry (same formula, charge and spin): 2.344 eV
charge: +1


Entry 7:
C12H16N2 | wB97M-V/def2-TZVPD

CARTESIAN COORDINATES (ANGSTROEM)
C -2.998 -1.250 -3.918
C -2.289 1.794 -1.687
C -0.927 1.567 -1.389
C -2.963 0.809 -2.471
C -2.372 -0.386 -2.894
C -0.331 0.308 -1.669
C -1.026 -0.583 -2.475
H -2.946 2.685 -1.370
H -0.135 2.225 -1.079
H -4.116 0.733 -2.424
H 0.657 0.261 -1.221
H -2.331 -1.443 -4.709
H -3.935 -0.712 -4.166
H -0.490 -1.440 -2.881
H -3.506 -2.169 -3.650
C 2.153 -1.765 1.422
C 0.894 -2.644 1.795
C 2.102 -0.370 2.047
C 1.766 0.894 1.551
C 2.006 1.030 3.724
N 2.178 -0.250 3.396
N 1.810 1.778 2.612
H 3.185 -2.283 1.744
H 2.361 -1.677 0.351
H 0.165 -2.331 1.127
H 1.734 1.333 0.510
H 2.251 1.522 4.600
H 1.654 2.777 2.586
H 0.635 -2.859 2.901
H 0.808 -3.742 1.409

Properties
DFT total energy: -15673.0042 eV
LUMO level (spin up / spin down): -0.139 / -0.295 Ha
spin multiplicity: 2
HOMO-LUMO gap (spin up / spin down): 7.651 / 3.380 eV
energy relative to the best compared isomer or geometry (same formula, charge and spin): 2.618 eV
charge: +1


Entry 8:
C21H23IrN6OS2 | wB97M-V/def2-TZVPD

CARTESIAN COORDINATES (ANGSTROEM)
Ir -0.258 -0.875 -0.241
N -2.794 0.182 3.240
C -2.079 0.146 2.114
S -0.782 -1.035 2.039
N -2.372 0.972 1.150
N -1.580 0.860 0.066
C -1.805 1.665 -0.890
C -0.943 1.610 -2.053
C -1.097 2.479 -3.125
C -0.215 2.414 -4.185
C 0.807 1.478 -4.144
C 0.884 0.637 -3.050
N 0.028 0.688 -2.029
H -2.554 -0.412 4.013
H -3.528 0.861 3.346
H -2.620 2.375 -0.800
H -1.901 3.202 -3.093
H -0.315 3.077 -5.033
H 1.532 1.399 -4.942
H 1.643 -0.129 -2.998
C 2.262 1.248 -0.035
N 1.909 -0.116 0.384
C 2.200 -0.250 1.823
C 2.695 -1.123 -0.369
C 2.176 -2.477 -0.015
C 2.990 -3.581 0.198
C 2.433 -4.783 0.611
C 1.064 -4.874 0.822
C 0.246 -3.769 0.608
C 0.807 -2.577 0.172
H 3.324 1.439 0.151
H 1.675 1.963 0.539
H 2.064 1.390 -1.088
H 3.265 -0.068 1.998
H 1.951 -1.247 2.172
H 1.618 0.476 2.384
H 3.764 -1.043 -0.143
H 2.557 -0.927 -1.433
H 4.061 -3.493 0.050
H 3.071 -5.637 0.795
H 0.622 -5.800 1.167
H -0.817 -3.854 0.788
O 0.153 -1.910 -2.287
N -0.886 -1.992 -3.102
C -0.684 -1.948 -4.437
C -1.725 -2.094 -5.313
C -3.009 -2.300 -4.809
C -3.198 -2.310 -3.446
C -2.119 -2.110 -2.583
S -2.311 -1.971 -0.876
H 0.345 -1.811 -4.734
H -1.531 -2.047 -6.375
H -3.843 -2.450 -5.479
H -4.174 -2.458 -3.005

Properties
DFT total energy: -57641.0386 eV
LUMO level (spin up / spin down): -0.130 / -0.148 Ha
spin multiplicity: 2
HOMO-LUMO gap (spin up / spin down): 7.350 / 6.792 eV
energy relative to the best compared isomer or geometry (same formula, charge and spin): 0.986 eV
charge: +1


What did the eighth record say?
C21H23IrN6OS2 | wB97M-V/def2-TZVPD

CARTESIAN COORDINATES (ANGSTROEM)
Ir -0.258 -0.875 -0.241
N -2.794 0.182 3.240
C -2.079 0.146 2.114
S -0.782 -1.035 2.039
N -2.372 0.972 1.150
N -1.580 0.860 0.066
C -1.805 1.665 -0.890
C -0.943 1.610 -2.053
C -1.097 2.479 -3.125
C -0.215 2.414 -4.185
C 0.807 1.478 -4.144
C 0.884 0.637 -3.050
N 0.028 0.688 -2.029
H -2.554 -0.412 4.013
H -3.528 0.861 3.346
H -2.620 2.375 -0.800
H -1.901 3.202 -3.093
H -0.315 3.077 -5.033
H 1.532 1.399 -4.942
H 1.643 -0.129 -2.998
C 2.262 1.248 -0.035
N 1.909 -0.116 0.384
C 2.200 -0.250 1.823
C 2.695 -1.123 -0.369
C 2.176 -2.477 -0.015
C 2.990 -3.581 0.198
C 2.433 -4.783 0.611
C 1.064 -4.874 0.822
C 0.246 -3.769 0.608
C 0.807 -2.577 0.172
H 3.324 1.439 0.151
H 1.675 1.963 0.539
H 2.064 1.390 -1.088
H 3.265 -0.068 1.998
H 1.951 -1.247 2.172
H 1.618 0.476 2.384
H 3.764 -1.043 -0.143
H 2.557 -0.927 -1.433
H 4.061 -3.493 0.050
H 3.071 -5.637 0.795
H 0.622 -5.800 1.167
H -0.817 -3.854 0.788
O 0.153 -1.910 -2.287
N -0.886 -1.992 -3.102
C -0.684 -1.948 -4.437
C -1.725 -2.094 -5.313
C -3.009 -2.300 -4.809
C -3.198 -2.310 -3.446
C -2.119 -2.110 -2.583
S -2.311 -1.971 -0.876
H 0.345 -1.811 -4.734
H -1.531 -2.047 -6.375
H -3.843 -2.450 -5.479
H -4.174 -2.458 -3.005

Properties
DFT total energy: -57641.0386 eV
LUMO level (spin up / spin down): -0.130 / -0.148 Ha
spin multiplicity: 2
HOMO-LUMO gap (spin up / spin down): 7.350 / 6.792 eV
energy relative to the best compared isomer or geometry (same formula, charge and spin): 0.986 eV
charge: +1


Which value of DFT total energy does entry 1 give?
-47859.8129 eV


Number 3 is which compound?
C3H4ClNS